A molecular structure, C19H41BHfN6Si4 at a distorted geometry. Source: the Open Molecules 2025 dataset; level of theory: wB97M-V/def2-TZVPD.

Last column: Mulliken charge in e.
Positions of all 72 atoms, in Å:
C: -2.935 -0.221 0.935  0.138
N: -2.306 0.902 0.490  0.183
N: -3.236 1.751 -0.028  -0.137
C: -4.449 1.228 0.176  -0.050
C: -4.301 -0.018 0.774  -1.321
B: -2.897 3.079 -0.737  -0.004
N: -1.967 3.894 0.197  -0.274
N: -0.802 3.422 0.770  0.279
C: -0.286 4.440 1.539  0.064
C: -1.142 5.537 1.450  -1.237
C: -2.187 5.157 0.607  0.015
Hf: -0.163 1.309 1.077  -0.321
N: -2.229 2.797 -2.167  0.138
N: -0.991 2.217 -2.233  -0.019
C: -0.611 1.989 -3.444  -0.091
C: -1.632 2.545 -4.295  -1.033
C: -2.629 3.053 -3.448  -0.041
H: 0.332 1.506 -3.626  0.540
H: -3.571 3.572 -3.605  0.500
H: -1.587 2.553 -5.387  0.437
H: -3.919 3.700 -0.934  -0.002
H: -3.055 5.704 0.290  0.520
H: -5.343 1.747 -0.109  0.527
H: -1.008 6.480 1.942  0.471
H: -5.067 -0.705 1.054  0.528
H: 0.630 4.315 2.076  0.435
H: -2.389 -1.060 1.341  0.218
H: 1.590 2.515 0.074  0.481
C: 1.851 2.120 1.164  -0.840
H: 2.038 3.006 1.767  0.614
H: 1.058 1.536 2.124  -0.097
H: 2.707 1.450 1.103  0.333
C: -1.356 -3.873 0.780  -1.070
Si: -0.195 -3.051 -0.463  0.405
C: 1.106 -4.365 -0.872  -1.060
C: -1.229 -2.561 -1.962  -0.995
Si: 0.814 -1.086 0.190  1.029
Si: 1.135 -1.499 2.479  -0.404
C: 1.955 -3.201 2.685  -0.893
C: 2.232 -0.266 3.401  -1.093
C: -0.520 -1.535 3.401  -0.917
Si: 2.570 -0.902 -1.338  0.650
C: 4.013 -1.903 -0.647  -1.058
C: 2.037 -1.547 -3.037  -1.067
C: 3.155 0.858 -1.706  -1.159
H: -1.648 -4.851 0.367  0.495
H: -2.276 -3.295 0.927  0.295
H: -0.900 -4.056 1.760  0.327
H: 0.568 -5.271 -1.191  0.463
H: 1.791 -4.083 -1.679  0.311
H: 1.709 -4.632 0.006  0.366
H: -1.963 -1.787 -1.702  0.307
H: -0.629 -2.188 -2.799  0.328
H: -1.783 -3.449 -2.305  0.443
H: 2.950 -3.234 2.219  0.386
H: 2.093 -3.389 3.763  0.481
H: 1.367 -4.036 2.282  0.312
H: 1.799 0.739 3.478  0.630
H: 2.362 -0.637 4.429  0.445
H: 3.218 -0.173 2.932  0.419
H: -1.088 -0.602 3.269  0.357
H: -1.166 -2.366 3.095  0.325
H: -0.309 -1.638 4.476  0.449
H: 3.750 -2.948 -0.435  0.334
H: 4.824 -1.903 -1.392  0.437
H: 4.406 -1.455 0.275  0.411
H: 1.157 -1.007 -3.410  0.251
H: 2.864 -1.358 -3.740  0.477
H: 1.814 -2.619 -3.066  0.378
H: 2.337 1.516 -2.026  0.345
H: 3.654 1.325 -0.848  0.452
H: 3.877 0.807 -2.536  0.455

Results
* charge: +4
* orbital gap (spin up / spin down): 2.9 / 2.9 eV
* HOMO (spin up / spin down): -19.50 / -19.50 eV
* strongest force on any atom: 11.6 eV/A
* E_LUMO (spin up / spin down): -16.63 / -16.64 eV